(1)
{
  "formula": "C27H45CrN4P2S",
  "method": "ωB97M-V/def2-TZVPD",
  "s2": 0.780,
  "charge": 2,
  "homo_lumo_gap_ev": [6.35, 6.22],
  "total_energy_ha": -3399.73952,
  "spin_multiplicity": 2,
  "species": ["Cr", "C", "C", "C", "P", "C", "C", "C", "C", "C", "C", "C", "C", "C", "C", "N", "C", "C", "C", "C", "C", "C", "C", "P", "C", "C", "C", "C", "C", "C", "H", "H", "H", "H", "H", "H", "H", "H", "H", "H", "H", "H", "H", "H", "H", "H", "H", "H", "H", "H", "H", "H", "H", "H", "H", "H", "H", "H", "H", "H", "H", "H", "H", "H", "H", "H", "H", "H", "H", "H", "N", "N", "C", "N", "S", "H", "H", "H", "H", "H"],
  "xyz": [[-0.641990, 0.600558, -0.041015], [-1.032709, -2.939289, 1.324888], [-2.081010, -2.833481, 0.221163], [-3.483666, -2.696218, 0.802963], [-1.633741, -1.473049, -0.938909], [-2.893123, -1.493676, -2.279343], [-4.023087, -0.514969, -1.940403], [-2.333160, -1.191995, -3.680632], [-0.068520, -2.052028, -1.649585], [0.035594, -2.986559, -2.665453], [1.270399, -3.313545, -3.229068], [1.374186, -4.329604, -4.325854], [2.406595, -2.658917, -2.745170], [2.337220, -1.756450, -1.703750], [1.094086, -1.468114, -1.126478], [0.925171, -0.550328, -0.079053], [1.907259, -0.521647, 0.922340], [2.713299, -1.628698, 1.239040], [3.657464, -1.524499, 2.239883], [3.835647, -0.342013, 2.961346], [4.857013, -0.241808, 4.052822], [2.988579, 0.731726, 2.676372], [2.018043, 0.651302, 1.695288], [0.731016, 1.912633, 1.464094], [-0.028800, 1.922336, 3.141417], [-0.986808, 3.084945, 3.377052], [-0.733665, 0.578624, 3.306248], [1.533155, 3.526994, 1.159148], [2.749493, 3.375611, 0.247272], [0.523622, 4.495849, 0.538578], [-1.247484, -3.803366, 1.954079], [-1.049161, -2.056585, 1.970700], [-0.021389, -3.059347, 0.935418], [-2.034434, -3.744634, -0.388620], [-3.594922, -1.766020, 1.368259], [-3.670186, -3.516771, 1.496348], [-4.260830, -2.735492, 0.043079], [-3.294060, -2.513520, -2.263444], [-3.683742, 0.510313, -2.119562], [-4.386194, -0.592317, -0.916581], [-4.874319, -0.681329, -2.600209], [-1.342698, -0.734674, -3.662153], [-3.001291, -0.504804, -4.199952], [-2.263663, -2.092401, -4.287792], [-0.856136, -3.468401, -3.048553], [0.410856, -4.498352, -4.802516], [1.722755, -5.283797, -3.927008], [2.084852, -4.012932, -5.087956], [3.365155, -2.861311, -3.205434], [3.230195, -1.251374, -1.366001], [2.584824, -2.569893, 0.727944], [4.273899, -2.381642, 2.479099], [5.709374, -0.891184, 3.862195], [4.420772, -0.544852, 5.006833], [5.217219, 0.779166, 4.165584], [3.097338, 1.644652, 3.252874], [0.785802, 1.993240, 3.869046], [-1.841070, 3.056485, 2.692377], [-0.505592, 4.057150, 3.286981], [-1.405480, 3.018755, 4.381915], [-1.492709, 0.432594, 2.515977], [-1.281910, 0.541033, 4.248497], [-0.049483, -0.270645, 3.276343], [1.858687, 3.903263, 2.136233], [2.477069, 2.902372, -0.700116], [3.546143, 2.791072, 0.704510], [3.147283, 4.363958, 0.017114], [0.258044, 4.157102, -0.466226], [0.972966, 5.484241, 0.440895], [-0.391114, 4.610965, 1.122611], [-2.331137, 2.017024, -0.156313], [-2.400227, 2.746421, -1.362639], [-1.439475, 2.616609, -2.300446], [-1.553678, 3.385226, -3.382697], [-0.149946, 1.525066, -2.158701], [-3.198128, 1.490680, -0.047207], [-2.241887, 2.676388, 0.616116], [-3.136048, 3.434259, -1.449567], [-2.307375, 4.039793, -3.515784], [-0.875028, 3.294126, -4.120757]],
  "forces_ev_per_a": [[1.519, -1.158, -0.568], [0.058, 0.011, 0.104], [-0.016, -0.064, 0.005], [-0.019, 0.041, 0.054], [0.394, 0.024, 0.002], [-0.130, -0.143, -0.008], [0.016, 0.103, -0.059], [0.050, 0.071, -0.101], [0.228, 0.030, 0.114], [0.199, -0.160, -0.295], [-0.202, 0.107, 0.128], [0.015, -0.040, 0.015], [-0.068, -0.069, -0.088], [-0.318, 0.026, 0.020], [-0.136, -0.120, -0.487], [-1.743, 1.422, 0.259], [0.256, 0.082, 0.621], [-0.226, 0.424, -0.015], [0.064, 0.147, 0.161], [-0.153, 0.135, -0.092], [0.037, -0.018, 0.049], [0.253, -0.146, 0.255], [-0.036, -0.308, -0.327], [0.280, -0.392, 0.106], [0.037, 0.104, 0.052], [-0.081, 0.003, 0.020], [-0.139, -0.106, 0.002], [0.031, 0.141, 0.035], [0.049, -0.017, -0.064], [-0.008, 0.059, -0.042], [-0.022, -0.008, -0.005], [-0.004, -0.007, -0.013], [-0.023, 0.008, -0.029], [-0.017, 0.075, -0.016], [0.007, 0.013, -0.003], [0.004, 0.001, 0.003], [-0.046, 0.022, -0.066], [-0.050, 0.086, -0.015], [0.014, -0.011, 0.022], [-0.006, -0.080, 0.120], [-0.007, -0.028, -0.010], [-0.070, 0.005, 0.027], [-0.032, -0.024, -0.031], [0.029, 0.015, 0.012], [0.008, -0.023, -0.016], [-0.016, -0.018, -0.013], [0.009, -0.016, -0.023], [0.014, -0.005, -0.003], [0.029, -0.010, -0.001], [0.029, 0.003, 0.085], [-0.003, -0.025, -0.114], [0.004, -0.025, -0.014], [0.008, 0.006, -0.009], [0.010, -0.007, 0.012], [0.020, 0.010, 0.002], [0.007, 0.010, 0.031], [-0.021, -0.025, -0.031], [-0.002, 0.013, -0.046], [0.023, -0.003, -0.007], [0.024, -0.006, 0.013], [0.002, 0.021, -0.015], [0.028, -0.025, 0.021], [0.042, 0.059, -0.001], [-0.041, 0.012, -0.047], [-0.013, -0.010, 0.017], [-0.039, -0.015, 0.005], [0.020, 0.017, -0.004], [-0.004, -0.006, -0.014], [-0.011, 0.011, 0.004], [0.019, -0.022, 0.030], [0.086, 0.126, -0.021], [0.139, -0.176, 0.146], [-0.142, 0.221, -0.277], [0.022, -0.166, 0.233], [-0.227, -0.206, 0.328], [0.017, 0.059, -0.011], [-0.075, -0.053, -0.070], [0.040, -0.024, -0.014], [-0.027, 0.028, -0.014], [0.031, 0.011, -0.013]]
}


(2)
{
  "formula": "C27H45F14I2O8P2",
  "method": "ωB97M-V/def2-TZVPD",
  "charge": -1,
  "homo_lumo_gap_ev": 5.50,
  "total_energy_ha": -4334.00271,
  "species": ["C", "C", "P", "C", "C", "P", "F", "C", "C", "C", "C", "F", "C", "I", "C", "C", "I", "H", "H", "H", "H", "H", "H", "H", "H", "H", "H", "H", "H", "H", "H", "H", "H", "H", "H", "H", "H", "H", "H", "H", "H", "H", "C", "C", "O", "C", "O", "C", "F", "F", "F", "H", "H", "H", "H", "H", "C", "C", "O", "C", "O", "C", "F", "F", "F", "H", "H", "H", "H", "H", "C", "C", "O", "C", "O", "C", "F", "F", "F", "H", "H", "H", "H", "H", "C", "C", "O", "C", "O", "C", "F", "F", "F", "H", "H", "H", "H", "H"],
  "xyz": [[0.017936, -4.072960, 2.130178], [-0.480052, -3.740831, 0.708957], [-0.883005, -1.934359, 0.442678], [-0.210124, -0.941531, 1.858840], [0.043968, 0.490860, 1.402786], [-3.126989, -1.610738, 0.170841], [-3.011374, -0.134333, 1.033605], [-2.766692, -0.592967, -1.411885], [-2.774597, -1.398646, -2.709634], [-3.482207, -2.458395, 1.860431], [-3.669697, -3.974466, 1.804064], [-4.530097, -1.893923, 2.601842], [-5.067440, -1.362986, -0.208583], [-5.935806, 0.459606, 0.629897], [-5.947521, -2.603932, -0.001220], [-5.637955, -3.684243, -1.042835], [-8.084563, -2.121136, -0.335975], [-0.498844, -3.498895, 2.888653], [-0.043448, -5.140559, 2.319061], [1.067212, -3.809462, 2.182549], [0.342451, -3.962530, 0.042519], [-1.293704, -4.396474, 0.417526], [0.751545, -1.359590, 2.140583], [-0.842990, -0.962298, 2.740802], [0.379462, 0.468550, 0.372959], [0.832269, 0.930746, 2.005055], [-0.852056, 1.095919, 1.441223], [-3.127447, -2.868420, -0.534875], [-1.772040, -0.193127, -1.293561], [-3.411386, 0.274680, -1.461406], [-3.433209, -0.966322, -3.457322], [-3.081709, -2.433310, -2.584091], [-1.786558, -1.393764, -3.153005], [-2.589604, -2.305677, 2.458506], [-3.956900, -4.329470, 0.825029], [-2.765769, -4.465285, 2.141299], [-4.442682, -4.219216, 2.525345], [-5.136540, -1.154277, -1.265383], [-5.944032, -2.982009, 1.004800], [-6.415166, -3.735060, -1.785909], [-4.721842, -3.450039, -1.564662], [-5.541364, -4.659299, -0.583675], [5.872908, -6.095254, 1.242139], [6.116293, -5.133247, 0.099162], [5.080422, -4.137658, 0.020871], [5.179545, -3.122346, 0.871075], [6.045303, -2.947988, 1.678604], [4.011237, -2.149095, 0.644808], [2.850442, -2.807517, 0.550594], [4.207104, -1.461331, -0.498969], [3.927520, -1.271536, 1.650296], [4.884700, -6.547036, 1.153703], [6.623013, -6.885458, 1.233838], [5.920435, -5.585084, 2.202958], [6.081350, -5.657408, -0.853392], [7.088133, -4.647699, 0.180041], [3.577500, 2.253560, 2.923386], [2.599755, 3.182909, 3.608239], [3.282340, 4.182603, 4.399049], [3.771420, 5.220940, 3.740578], [3.706932, 5.429703, 2.564439], [4.432374, 6.190546, 4.735936], [5.227854, 5.535837, 5.599786], [3.486934, 6.838079, 5.443137], [5.169315, 7.097998, 4.089060], [4.249811, 1.799803, 3.652764], [3.040733, 1.462993, 2.401786], [4.191229, 2.787632, 2.198613], [1.984826, 2.628588, 4.312947], [1.933088, 3.666472, 2.896402], [-5.332487, 6.518027, -2.662777], [-4.721947, 6.307094, -1.293698], [-5.729603, 6.039649, -0.302734], [-6.192055, 4.787793, -0.278575], [-5.856955, 3.892923, -0.991622], [-7.219037, 4.642172, 0.857330], [-8.096964, 5.667306, 0.844538], [-6.590074, 4.648418, 2.046470], [-7.897738, 3.504686, 0.735838], [-6.081202, 7.310605, -2.627229], [-4.560287, 6.795444, -3.379716], [-5.822098, 5.612485, -3.017677], [-4.220929, 7.212087, -0.956131], [-3.989897, 5.500729, -1.300190], [5.296160, -0.492824, -3.273618], [5.500132, -0.446603, -4.772277], [4.767420, 0.637633, -5.376829], [5.323997, 1.837246, -5.290848], [6.369692, 2.110406, -4.777005], [4.436798, 2.868139, -6.010204], [3.149481, 2.728461, -5.662997], [4.537783, 2.699222, -7.344174], [4.829006, 4.109474, -5.712650], [4.234299, -0.548851, -3.035943], [5.794651, -1.364362, -2.851434], [5.696385, 0.398707, -2.792612], [5.109185, -1.349454, -5.235992], [6.554333, -0.365448, -5.035099]],
  "forces_ev_per_a": [[0.024, -0.034, -0.677], [0.330, 0.280, 1.052], [0.861, 0.074, -1.311], [-0.068, -0.341, 0.004], [-0.056, -0.209, -0.043], [-0.550, 0.793, 0.269], [0.239, -0.253, 0.057], [0.318, -0.423, 0.113], [-0.133, 0.320, -0.102], [0.600, -0.412, -0.080], [-0.218, 0.483, 0.326], [-0.320, 0.052, -0.115], [-0.677, -0.369, 0.432], [0.406, -0.197, -0.053], [-0.130, 0.764, -0.589], [-0.006, 0.115, 0.080], [-0.249, -0.375, 0.157], [-0.238, -0.111, 0.284], [-0.130, -0.187, 0.259], [0.263, 0.132, 0.219], [0.126, -0.112, -0.369], [-0.369, 0.123, -0.071], [0.180, -0.311, 0.071], [-0.174, 0.049, 0.243], [0.173, 0.131, -0.281], [0.060, 0.320, 0.206], [-0.185, 0.131, 0.070], [-0.029, 0.018, 0.016], [0.293, 0.198, 0.206], [-0.470, 0.063, 0.111], [-0.255, 0.103, -0.125], [0.014, -0.220, 0.105], [0.298, -0.226, -0.100], [0.094, 0.447, 0.192], [0.017, -0.221, -0.200], [0.209, -0.249, -0.157], [-0.259, -0.193, 0.090], [0.057, 0.188, -0.362], [-0.055, 0.057, 0.319], [-0.228, -0.120, -0.263], [0.295, -0.042, -0.023], [-0.001, -0.265, 0.082], [-0.174, 0.119, 0.126], [0.275, -0.369, -0.006], [-0.070, 0.187, 0.002], [0.291, -0.271, -0.026], [-0.131, 0.072, -0.055], [-0.530, 0.329, 0.031], [0.338, 0.234, 0.017], [-0.025, -0.196, 0.298], [0.053, -0.262, -0.299], [0.029, -0.050, -0.061], [0.015, -0.001, -0.037], [0.075, 0.024, -0.008], [-0.132, 0.095, -0.050], [-0.054, 0.118, 0.091], [0.287, 0.161, 0.021], [-0.239, -0.475, -0.244], [0.072, 0.196, 0.061], [-0.263, -0.368, -0.175], [0.087, 0.111, 0.138], [0.205, 0.210, 0.152], [-0.177, 0.233, -0.185], [0.248, -0.130, -0.128], [-0.179, -0.200, 0.211], [-0.084, -0.062, 0.036], [-0.044, -0.001, 0.019], [-0.078, 0.029, -0.054], [0.052, 0.122, 0.148], [0.108, 0.141, -0.026], [-0.230, -0.078, 0.029], [0.300, 0.146, -0.287], [-0.113, -0.107, 0.152], [0.357, 0.121, -0.229], [-0.175, 0.066, 0.078], [-0.253, -0.120, 0.196], [0.174, -0.267, 0.053], [-0.194, 0.017, -0.265], [0.162, 0.327, 0.079], [0.065, 0.058, 0.001], [0.031, 0.012, 0.019], [0.072, -0.045, 0.002], [-0.099, 0.008, 0.129], [-0.104, -0.112, 0.026], [-0.142, 0.286, 0.004], [0.210, -0.447, 0.224], [-0.025, 0.202, -0.085], [0.188, -0.389, 0.131], [-0.126, 0.100, -0.094], [-0.199, 0.271, -0.056], [0.328, 0.102, -0.144], [-0.055, 0.065, 0.297], [-0.136, -0.305, -0.122], [0.000, -0.099, -0.011], [-0.001, -0.036, -0.041], [0.080, -0.016, -0.019], [-0.129, 0.104, -0.099], [-0.003, 0.169, -0.003]]
}